Molecular formula: C30H23ClN4OsPSSe4
Method: DFT, ωB97M-V with the def2-TZVPD basis set

Last column: Mulliken charge in e.
Cartesian coordinates (Å):
Os 0.664 -0.124 -0.398  1.940
Se 0.209 -2.677 0.697  0.005
Se 0.838 -4.212 -0.790  -0.008
Se 0.952 -3.095 -2.839  -0.088
Se 1.864 -1.041 -2.278  -0.150
Cl 0.233 2.889 -0.698  -0.101
C -1.429 2.810 -0.149  1.070
C -1.925 3.898 0.538  -0.728
C -3.249 3.880 0.958  -0.593
C -4.052 2.786 0.683  -0.828
C -3.531 1.695 0.000  -0.563
C -2.206 1.686 -0.423  -0.239
P -1.515 0.260 -1.320  0.597
C -2.749 -1.041 -1.144  0.365
C -2.909 -1.597 0.128  -0.412
C -3.879 -2.560 0.348  -0.963
C -4.689 -2.975 -0.703  -0.581
C -4.536 -2.420 -1.964  -0.770
C -3.570 -1.448 -2.190  -0.464
C -1.524 0.788 -3.056  0.691
C -1.817 2.097 -3.419  -0.661
C -1.775 2.476 -4.755  -0.766
C -1.453 1.547 -5.732  -0.602
C -1.186 0.230 -5.377  -0.865
C -1.217 -0.146 -4.046  -0.351
H -1.286 4.746 0.741  0.504
H -3.648 4.729 1.497  0.409
H -5.086 2.775 1.000  0.435
H -4.162 0.840 -0.201  0.469
H -2.293 -1.254 0.950  0.777
H -4.004 -2.984 1.336  0.475
H -5.449 -3.726 -0.533  0.414
H -5.171 -2.740 -2.779  0.453
H -3.466 -1.011 -3.174  0.516
H -2.087 2.831 -2.670  0.392
H -1.999 3.498 -5.029  0.437
H -1.420 1.845 -6.772  0.416
H -0.955 -0.503 -6.138  0.444
H -1.027 -1.176 -3.777  0.664
S -0.380 -0.020 4.152  -0.345
C -0.194 0.193 2.588  0.572
N -0.051 0.358 1.423  -1.112
C 4.537 1.906 -0.077  -1.051
C 3.383 1.308 -0.523  -0.140
N 2.552 0.657 0.317  0.078
C 2.886 0.558 1.601  -0.198
C 4.073 1.057 2.117  0.465
C 4.886 1.782 1.264  -0.422
C 4.414 0.833 3.531  -0.930
C 4.251 -0.281 4.232  -0.731
C 3.828 -1.617 3.773  1.177
C 3.542 -2.600 4.709  -0.706
C 3.137 -3.833 4.231  -0.203
N 3.054 -4.101 2.930  -0.498
C 3.395 -3.103 2.117  -0.536
N 3.763 -1.875 2.462  -0.298
H 5.161 2.449 -0.772  0.426
H 3.095 1.348 -1.565  0.552
H 2.179 0.079 2.258  0.378
H 5.799 2.232 1.634  0.525
H 4.834 1.688 4.052  0.431
H 4.504 -0.235 5.286  0.343
H 3.625 -2.411 5.770  0.387
H 2.870 -4.633 4.913  0.411
H 3.361 -3.314 1.054  0.684

Force components x, y, z for each atom (eV/Å):
0.158 -0.593 -0.246
0.171 0.338 -0.060
-0.024 -0.089 -0.121
-0.130 -0.104 -0.013
0.053 0.147 0.126
-0.112 0.125 -0.039
0.109 -0.061 0.008
-0.061 0.033 0.031
0.030 0.023 -0.002
0.010 -0.052 -0.032
-0.061 0.044 0.050
0.039 0.014 -0.018
-0.077 0.350 -0.097
0.038 -0.051 0.123
-0.041 -0.020 0.008
-0.003 0.003 -0.034
0.004 0.015 0.003
0.010 -0.018 0.004
-0.022 -0.046 -0.018
-0.025 -0.101 0.019
-0.029 0.086 -0.008
0.000 -0.024 0.039
0.001 -0.033 -0.003
-0.001 0.027 -0.013
0.025 0.017 -0.038
-0.004 -0.001 -0.010
0.004 -0.008 -0.003
0.008 -0.007 0.012
-0.006 0.012 -0.006
-0.013 0.024 0.020
0.001 0.011 -0.008
0.014 -0.004 -0.004
-0.008 0.007 0.003
-0.019 0.001 0.023
0.023 -0.027 -0.048
0.003 -0.006 0.004
-0.006 -0.007 0.004
0.001 0.010 0.007
0.071 -0.061 0.023
0.029 -0.019 -0.016
-0.165 0.152 -0.025
-0.024 -0.065 0.193
-0.005 -0.026 -0.037
0.062 0.010 0.067
-0.191 0.028 0.107
-0.095 -0.019 -0.057
0.156 0.045 0.018
0.037 0.005 0.011
0.010 0.401 -0.148
0.057 -0.300 0.268
0.032 0.157 0.008
-0.042 -0.051 0.071
-0.024 -0.075 -0.072
0.059 0.107 -0.028
-0.001 0.019 0.094
-0.003 -0.322 0.002
0.002 -0.013 0.000
-0.041 0.047 0.010
0.028 -0.040 -0.035
-0.004 -0.014 -0.008
-0.029 0.006 -0.038
0.006 -0.031 -0.024
-0.026 0.022 -0.012
0.006 -0.005 -0.025
0.037 0.004 -0.010

Calculated values
- net charge = +1
- gap between HOMO and LUMO (alpha / beta) (eV) = 7.68 / 5.52
- F_max (eV/Å) = 0.661
- multiplicity = 5


Molecular formula: C5H13NS
Method: DFT, ωB97M-V with the def2-TZVPD basis set

Last column: Mulliken charge in e.
Cartesian coordinates (Å):
C 0.232 0.520 -0.706  -0.925
C 1.724 0.482 -0.312  -0.797
S 2.220 1.661 0.968  -0.238
C -0.699 -0.126 0.337  -0.535
N -1.638 -1.066 -0.178  0.127
C -2.416 -0.792 -1.346  -1.119
C -1.753 -2.390 0.355  -0.973
H 0.190 0.048 -1.681  0.421
H -0.038 1.556 -0.915  0.514
H 1.930 -0.530 0.035  0.399
H 2.333 0.706 -1.183  0.395
H 1.106 2.394 1.017  0.097
H -1.202 0.701 0.861  0.196
H -0.092 -0.587 1.111  0.494
H -2.281 -1.585 -2.092  0.334
H -3.495 -0.773 -1.118  0.324
H -2.167 0.167 -1.781  0.361
H -1.373 -2.418 1.375  0.313
H -2.796 -2.700 0.342  0.316
H -1.211 -3.145 -0.236  0.297

Force components x, y, z for each atom (eV/Å):
0.911 0.295 0.016
-0.745 0.009 -0.337
0.167 -0.005 0.468
0.031 0.883 -0.019
-0.031 -0.270 0.027
-0.436 -0.315 0.169
0.285 0.026 -0.196
-0.288 -0.504 -0.067
-0.122 0.113 0.137
0.300 0.053 0.038
0.083 -0.157 -0.108
-0.136 -0.002 -0.101
-0.133 0.022 0.046
0.077 -0.315 -0.008
0.068 0.156 -0.198
0.066 0.043 -0.017
0.147 0.136 -0.123
-0.101 -0.079 0.041
-0.249 -0.066 0.236
0.104 -0.024 -0.003

Calculated values
- gap between HOMO and LUMO (eV) = 8.65
- F_max (eV/Å) = 0.958
- SMILES = CN(C)CCCS
- multiplicity = 1


Molecular formula: C3H3NO
Method: DFT, ωB97M-V with the def2-TZVPD basis set

Last column: Mulliken charge in e.
Cartesian coordinates (Å):
O -1.501 1.252 0.184  -0.291
C 0.040 -1.274 0.665  -0.452
C 0.482 -0.358 -0.141  0.389
C 0.498 0.803 -0.747  -0.500
N -0.590 1.727 -0.446  -0.009
H -0.604 -2.072 0.316  0.249
H 0.312 -1.243 1.717  0.245
H 1.248 1.218 -1.407  0.369

Force components x, y, z for each atom (eV/Å):
0.325 0.552 -0.342
0.225 -0.041 0.020
-0.369 0.162 0.107
0.352 -0.092 -0.075
-0.634 -0.308 0.317
0.081 -0.013 -0.018
0.050 -0.112 -0.100
-0.030 -0.147 0.091

Calculated values
- gap between HOMO and LUMO (eV) = 8.73
- F_max (eV/Å) = 0.773
- SMILES = C=C=CN=O
- multiplicity = 1


Molecular formula: C8H10O
Method: DFT, ωB97M-V with the def2-TZVPD basis set

Last column: Mulliken charge in e.
Cartesian coordinates (Å):
C -0.397 -0.109 -0.287  0.703
C -1.159 -0.797 0.620  -0.613
C -0.583 -0.420 -1.564  -0.530
C -0.695 -0.523 1.919  0.275
C 0.551 0.377 1.907  -0.483
C 0.809 0.595 0.377  0.178
C -1.670 -0.027 -2.412  -0.881
C 2.177 0.082 -0.188  -1.303
O -1.250 -0.737 2.998  -0.642
H -1.913 -1.580 0.400  0.357
H 0.386 1.343 2.289  0.274
H 1.454 -0.077 2.606  0.238
H 0.592 1.554 0.179  0.500
H -1.532 -0.527 -3.452  0.281
H -1.745 1.127 -2.537  0.304
H -2.713 -0.383 -1.924  0.294
H 2.073 -0.959 -0.512  0.349
H 2.974 0.315 0.544  0.382
H 2.641 0.747 -0.964  0.317

Force components x, y, z for each atom (eV/Å):
0.505 -0.523 1.438
-0.807 -1.196 -0.630
0.573 0.068 -1.595
0.107 1.229 3.823
2.278 -2.026 -0.591
0.873 -3.799 0.695
-1.822 -0.148 -1.816
0.353 1.875 0.112
0.139 -0.589 -1.099
0.413 0.974 0.187
-0.680 0.953 0.992
-2.219 0.873 -2.191
0.070 3.824 -0.778
-0.759 1.033 1.659
0.104 -1.795 0.338
2.150 0.776 -0.864
0.502 0.316 0.197
-0.558 -1.057 0.353
-1.222 -0.790 -0.231

Calculated values
- gap between HOMO and LUMO (alpha / beta) (eV) = 7.18 / 7.05
- F_max (eV/Å) = 4.018
- multiplicity = 1


What is the multiplicity in the third record? 1